{
  "formula": "C44H37BaN7O8S2",
  "method": "ωB97M-V with the def2-TZVPD basis set",
  "total_charge": -2,
  "orbital_gap_ev": 4.78,
  "relative_energy_ev": 0.5275,
  "elements": ["H", "H", "C", "C", "N", "H", "H", "H", "C", "C", "C", "C", "O", "H", "C", "C", "H", "C", "H", "C", "C", "C", "C", "C", "H", "C", "H", "N", "C", "O", "O", "Ba", "H", "C", "C", "N", "S", "H", "H", "C", "C", "C", "H", "H", "C", "H", "C", "H", "H", "C", "N", "C", "H", "C", "C", "C", "C", "H", "H", "C", "C", "H", "H", "O", "H", "H", "H", "H", "C", "C", "N", "C", "C", "O", "C", "C", "H", "H", "O", "H", "C", "H", "H", "O", "S", "H", "N", "C", "O", "H", "H", "C", "C", "N", "C", "C", "C", "H", "H"],
  "xyz": [[14.5632, 16.2785, 10.7876], [9.0158, 9.5226, 8.8768], [19.6552, 16.4423, 10.6158], [20.0560, 13.3331, 7.9853], [18.5590, 14.7005, 9.3769], [19.6166, 21.7095, 10.8236], [15.5245, 16.6839, 8.5836], [16.1557, 18.2125, 11.1515], [17.6183, 21.1285, 10.2073], [20.7008, 13.5520, 6.7873], [13.6069, 14.8741, 16.1916], [22.7482, 12.5933, 7.7297], [15.4974, 15.7598, 19.1056], [18.4162, 16.7045, 8.8468], [11.2042, 10.2623, 12.0103], [12.1840, 9.5646, 14.0219], [14.4096, 8.3781, 17.9209], [18.0940, 18.8622, 11.7324], [16.6623, 9.2973, 13.3688], [14.9411, 14.3261, 15.9175], [15.3243, 8.4279, 10.6700], [14.2210, 9.0987, 17.1361], [14.8792, 10.3237, 17.1786], [15.7323, 14.4006, 17.1564], [15.1269, 12.2092, 16.2210], [14.5050, 15.5156, 10.0229], [19.9341, 19.7094, 12.2507], [12.3692, 12.0480, 10.8183], [22.0617, 13.1744, 6.6663], [16.2610, 8.7341, 9.9583], [16.7209, 13.7002, 17.4150], [13.2455, 12.9041, 13.2864], [12.7220, 8.0338, 16.1038], [19.0801, 19.8489, 11.6233], [22.0900, 12.3982, 8.9677], [18.4957, 16.4865, 11.4959], [17.3642, 12.8001, 10.7770], [20.1909, 14.0628, 5.9647], [10.0331, 8.8535, 13.0197], [12.9899, 12.1826, 9.6219], [20.7608, 12.7321, 9.0611], [18.6467, 13.8289, 8.2189], [10.7235, 11.2575, 8.7990], [17.9970, 12.9777, 8.4254], [13.1246, 9.8885, 15.1574], [22.5526, 13.4157, 5.7608], [16.5902, 8.4274, 12.7254], [20.1647, 12.5085, 9.9240], [14.3187, 12.6831, 7.5015], [9.3360, 9.1008, 11.0033], [12.1085, 10.4358, 13.0442], [14.5809, 11.2635, 16.2183], [19.2946, 17.6655, 13.0515], [13.6939, 15.7847, 17.3805], [15.0805, 15.7335, 8.7612], [18.8679, 20.9546, 10.8415], [15.0398, 15.4046, 18.0234], [17.4522, 8.4826, 12.0665], [14.3730, 8.0952, 10.2720], [16.6615, 20.1291, 10.2894], [14.2677, 7.6749, 12.6122], [8.5232, 8.3925, 11.1061], [20.1205, 17.4298, 10.5278], [15.2459, 13.7432, 14.8445], [22.5661, 11.8534, 9.7873], [15.7124, 20.2355, 9.7563], [16.5867, 7.5648, 13.3866], [15.6265, 10.6149, 17.8878], [13.3203, 8.9173, 16.1242], [11.3849, 11.0267, 10.8396], [15.3621, 8.3705, 11.9946], [16.8977, 18.9902, 11.0312], [10.5484, 10.7324, 9.7436], [11.6333, 8.4601, 14.1172], [19.1772, 15.9826, 9.2406], [15.0269, 14.7338, 7.8196], [13.2795, 8.1615, 12.4046], [14.1760, 6.6540, 12.3095], [12.9339, 16.6973, 17.7310], [15.5575, 14.8205, 6.8554], [10.1228, 9.3715, 12.0817], [14.3780, 7.7043, 13.6948], [20.3862, 15.7276, 11.0511], [12.9122, 11.4362, 8.6012], [16.3619, 15.3731, 12.6116], [17.3888, 22.0476, 9.6576], [13.8596, 14.3966, 10.3114], [17.5986, 15.4342, 11.5643], [12.6419, 14.6068, 15.4197], [18.2698, 14.3449, 7.3323], [20.0135, 15.9943, 8.5569], [17.8382, 14.3346, 10.4794], [14.4161, 13.5469, 8.1383], [13.7210, 11.0862, 15.2227], [9.5844, 9.7409, 9.7963], [18.3883, 17.5921, 12.4664], [13.7680, 13.4493, 9.3737], [23.7791, 12.3117, 7.6406], [17.6006, 17.3035, 13.1572]],
  "mulliken_charge": [0.79, 0.30, -0.86, 0.44, 0.58, 0.39, 0.55, 0.58, -0.33, -0.13, 0.59, -0.36, -0.70, 0.21, 0.51, -0.63, 0.40, 0.29, 0.22, 0.45, 0.04, -0.51, -1.01, 0.51, 0.64, -0.97, 0.43, 0.08, -0.64, -0.65, -0.81, 1.52, 0.51, -0.42, -0.75, 0.33, -0.01, 0.35, 0.46, 0.08, -0.28, -1.46, 0.33, 0.49, 0.50, 0.40, -1.00, 0.47, 0.48, -0.55, 0.33, -0.67, 0.43, 0.16, -0.41, -0.66, 0.35, 0.38, 0.43, -0.64, -1.12, 0.38, 0.40, -0.72, 0.37, 0.37, 0.39, 0.52, -0.37, -0.15, 0.36, 0.06, -0.24, -0.82, -0.70, -0.37, 0.18, 0.41, -0.72, 0.37, -0.78, 0.40, 0.31, -0.80, -0.13, 0.34, 0.01, 0.13, -0.81, 0.31, 0.49, -0.15, -0.48, 0.29, -0.76, -1.49, 0.15, 0.39, 0.48]
}

---

{
  "formula": "C44H37ErN3P2",
  "method": "ωB97M-V with the def2-TZVPD basis set",
  "multiplicity": 4,
  "total_charge": 3,
  "orbital_gap_ev": [5.46, 5.55],
  "s_squared": 3.753,
  "elements": ["H", "P", "C", "H", "H", "C", "H", "C", "C", "C", "C", "C", "N", "C", "H", "H", "H", "H", "H", "C", "C", "H", "C", "C", "H", "H", "C", "C", "H", "C", "C", "H", "N", "C", "P", "C", "H", "H", "C", "H", "C", "H", "C", "C", "H", "H", "C", "C", "H", "C", "C", "Er", "N", "H", "H", "C", "H", "H", "C", "H", "C", "C", "C", "H", "H", "H", "H", "C", "C", "C", "C", "H", "C", "C", "H", "C", "C", "H", "H", "C", "C", "H", "H", "C", "C", "H", "C"],
  "xyz": [[1.6339, 4.8751, -1.1021], [-2.8756, 0.1802, 0.0290], [-5.6371, -2.7029, -0.8338], [-3.2654, -1.6126, 4.5226], [2.0351, 0.2968, 6.2700], [-5.6827, 5.3388, -1.2245], [-1.8777, 4.2715, 1.0391], [-3.2418, 1.8188, -0.8324], [-4.0760, 3.9938, -0.0514], [3.8792, -0.1322, 4.3642], [0.9111, 3.9512, 0.7004], [1.0408, 3.8587, 2.0890], [0.5972, 0.3054, 2.6615], [-0.9069, 4.5996, -2.2246], [-6.7451, 6.7730, -0.0447], [2.7131, -0.0695, -1.5538], [0.2918, 2.0611, -4.8949], [-4.9818, -1.7058, 0.9368], [-4.9857, 0.0090, 5.2760], [5.0728, -0.1915, 0.8550], [-4.4269, 4.6225, 1.1400], [5.7695, -0.4110, 3.4391], [-1.9000, 3.2174, 0.7386], [1.9751, 4.6403, 2.7397], [-6.1714, 5.6154, -2.1456], [-1.3315, 5.8815, -3.8790], [-4.5648, 0.0843, 4.2840], [-3.5868, -0.8150, 3.8704], [6.1371, -0.2710, 1.0237], [-3.5360, 0.2669, 1.7183], [-4.5455, 1.1373, 2.1173], [-1.8888, 2.5908, 1.6671], [-3.0590, 3.0017, -0.0563], [-5.0328, 1.0548, 3.4123], [-0.2538, 2.8297, -0.1213], [-0.9565, 4.9179, -3.5716], [-6.0999, -3.5390, -2.7457], [-6.3423, -3.3228, -0.3010], [-0.4182, 3.3526, -1.8434], [4.2536, -0.1861, 5.3744], [2.8206, -0.0277, 1.7334], [-4.5146, -2.1009, -3.9712], [4.7119, -0.2489, 3.3018], [-4.7153, 4.3483, -1.2349], [-1.2360, 0.7091, 3.5354], [-5.8098, 1.7304, 3.7305], [4.2123, -0.1583, 1.9690], [-4.8668, -1.7920, -0.1342], [-3.1019, -0.4930, -2.7435], [4.5435, -0.1139, -0.4135], [-4.6048, -2.0165, -2.8992], [-0.1343, 0.1761, 0.3933], [2.3032, -0.0237, 0.4673], [2.0644, 4.5925, 3.8137], [-1.2400, 5.3068, -1.4792], [1.9351, 0.1155, 2.8667], [0.3613, 1.4407, -2.4740], [-2.6056, 1.8095, -1.7428], [-6.0094, 5.9856, -0.0439], [-0.5432, 4.2752, -5.5711], [-0.1757, 0.5352, 3.7266], [-3.8183, -1.1125, -2.2136], [3.1563, -0.0618, -0.5590], [-3.9572, 4.3316, 2.0688], [3.5378, 6.0858, 2.5224], [-4.9512, 1.8689, 1.4361], [0.3924, 3.1901, 2.6502], [2.6752, 5.5737, 0.6344], [-3.9580, -0.9944, -0.8284], [-3.0580, -0.7135, 2.5961], [2.7994, 5.4897, 2.0117], [-5.6492, 6.1091, 2.0633], [-5.5044, -2.8189, -2.2093], [-0.0440, 2.7613, -4.1466], [3.3126, 6.2381, 0.0722], [-5.3864, 5.6204, 1.1383], [1.7339, 4.8062, -0.0286], [-4.2902, 1.7705, -1.1548], [-0.3832, 0.7842, 5.8455], [0.2975, 0.5640, 5.0375], [-0.5171, 4.0118, -4.5254], [-4.4482, 3.8667, -2.1635], [5.1812, -0.1086, -1.2847], [1.6305, 0.3119, 5.2676], [-0.0033, 2.4287, -2.8066], [-2.3105, -1.4363, 2.2438], [2.4863, 0.0934, 4.1732]],
  "mulliken_charge": [0.40, 0.15, -0.81, 0.58, 0.52, -0.88, 0.97, -1.52, 0.24, -1.00, 0.93, -0.38, 0.09, -0.38, 0.44, 0.43, 0.47, 0.32, 0.48, -0.51, -0.08, 0.47, -1.87, -0.82, 0.45, 0.49, -0.77, -0.67, 0.50, 0.93, -0.30, 0.40, 1.60, -0.76, 1.50, -0.89, 0.43, 0.45, 0.38, 0.47, 0.19, 0.44, -0.90, -0.54, 0.54, 0.51, 1.07, -0.30, 0.36, -1.02, -0.76, 0.82, -0.23, 0.50, 0.52, -0.10, -0.08, 0.20, -0.55, 0.46, 0.00, -0.65, 0.06, 0.46, 0.45, 0.57, 0.28, -0.79, 1.18, -0.67, -0.66, 0.44, -0.60, -0.72, 0.46, -1.01, -0.66, 0.83, 0.55, -1.35, -0.60, 0.47, 0.45, -0.69, -0.08, 0.49, 1.21]
}

---

Number 1: calculated total energy -3506.17204 hartree. Number 2: calculated total energy -3560.09693 hartree.